# H80O40

A cluster of 40 separate species, H80O40 in total in a non-equilibrium geometry (wB97M-V/def2-TZVPD, the Open Molecules 2025 dataset).

Geometry as ORCA input:
```
! wB97M-V def2-TZVPD RIJCOSX def2/J DEFGRID3
* xyz 0 1
H -1.9678 -0.6589 -2.0695
H -1.1302 0.4272 -1.8316
O -1.0982 -0.5284 -1.6830
H -2.9530 -3.5742 -3.8878
H -3.0962 -2.8508 -2.4904
O -2.5913 -2.8994 -3.3066
H 4.6305 1.5439 2.2490
H 3.4795 0.7460 2.2293
O 4.2854 0.7992 2.7769
H -3.9611 2.1590 -0.8368
H -2.7682 2.7160 -0.9301
O -3.2791 2.4048 -0.1308
H -1.3862 -0.0418 -5.6344
H -0.8511 -1.0674 -4.5321
O -0.5877 -0.4489 -5.2276
H 4.1306 -1.0567 -2.3242
O 4.3620 -0.9777 -3.2732
H -3.1349 5.7255 1.9671
O -2.5801 5.0252 1.6248
H 4.0798 1.3617 4.9881
H 4.0955 -0.0522 4.4938
O 3.9727 0.4587 5.3466
H -3.1055 -4.6830 0.0880
H -2.6336 -3.1535 0.0843
O -2.7058 -3.9697 -0.4220
H 0.9589 0.5857 -4.4821
H 2.4346 0.8492 -4.1166
O 1.5634 0.8968 -3.7042
H -1.4696 3.9462 -1.5956
H -1.1800 4.2591 -3.0620
O -1.8719 3.9045 -2.4804
H 0.8355 -3.3967 -5.6684
O 1.5247 -3.9150 -5.2339
H -4.2099 2.8888 3.2285
H -4.4337 1.4504 2.6124
O -4.3229 2.3921 2.4126
H -1.6625 0.9363 5.3543
H -0.1858 0.7045 5.1931
O -1.0321 0.2470 5.1317
H 3.4874 3.2754 -2.0980
H 2.4366 2.0732 -2.6131
O 2.6252 3.0233 -2.4221
H 1.8604 5.6372 2.0200
H 1.2466 4.1602 1.7271
O 1.9129 4.8246 1.4806
H -1.0906 0.1639 2.6982
H -0.0590 1.1402 2.1855
O -0.9059 1.1060 2.6213
H 0.3357 2.7232 2.6762
H -1.0307 2.9554 1.8498
O -0.0601 3.0220 1.8452
H -5.0805 -0.6794 1.5029
O -5.7596 -0.9363 2.1273
H 5.2973 -2.6599 3.4135
H 4.4347 -1.3577 2.8887
O 4.5559 -2.3246 2.8958
H 4.2768 -3.2487 0.0467
O 5.0009 -3.8544 0.2105
H -1.7575 -1.6773 4.3313
H -2.5023 -0.6797 3.3662
O -2.4227 -1.5888 3.6476
H -6.5185 1.5399 1.3007
H -5.8567 0.5740 0.3088
O -6.5035 1.2797 0.3776
H -0.0909 -3.2450 -0.6092
H -0.1524 -1.6559 -0.2318
O -0.4647 -2.5420 -0.0344
H 3.3489 1.1021 -0.5341
H 3.2522 2.4721 -0.0746
O 2.6849 1.6889 -0.1683
H 5.9386 -1.9312 0.8769
H 5.8136 -1.8006 -0.6386
O 6.2888 -1.4238 0.1164
H 1.7105 -4.6020 2.5997
H 0.6467 -5.2582 3.2466
O 1.3625 -4.6405 3.5044
H -1.9068 0.1999 0.3594
H -2.9307 1.1784 1.1330
O -2.5532 0.2288 1.0672
H -2.3704 -4.9352 2.8842
H -2.8531 -3.5162 2.8284
O -3.0380 -4.3920 2.4613
H -1.3527 2.5048 -4.6204
H -1.0904 2.7817 -6.0648
O -1.6666 2.2117 -5.5387
H -4.1657 1.4633 -3.0723
H -3.6975 2.8389 -2.8603
O -4.5225 2.3338 -2.7899
H -3.1091 -0.8028 -4.1054
O -2.8227 0.0249 -3.6603
H -0.1444 -0.7364 1.2631
H 0.5654 -1.7253 2.4041
O 0.5168 -0.8884 1.9381
H -5.4161 -1.4123 2.8933
H 3.7857 -1.6578 -3.6342
H 4.8049 -4.6716 -0.2512
H -3.0667 4.3742 1.0932
H 1.2979 -4.3695 -4.4162
H -2.5462 0.6369 -4.3568
O 1.1319 1.8225 4.3477
H 1.7843 2.1731 4.9502
H 1.2946 1.0239 3.8363
O -0.0783 1.7708 -0.6025
H -0.3145 2.1808 0.2623
H 0.8488 1.9887 -0.7541
O 1.5473 -2.0948 4.9958
H 1.4659 -3.0454 5.1219
H 2.4593 -1.9531 5.3148
O 0.4457 3.4636 -4.4238
H 0.0441 2.8677 -3.7883
H 1.4033 3.2933 -4.3090
O 2.0084 -2.3304 -2.2180
H 1.7838 -2.7384 -3.0780
H 1.2185 -1.8033 -1.9647
O -0.6378 -4.5795 -1.7400
H -0.9783 -3.7633 -2.1225
H -1.4090 -4.8911 -1.1642
O 5.0180 1.9403 -1.7069
H 5.8360 2.1854 -1.2745
H 4.9943 1.0102 -1.9366
*
```

As for the lowest unoccupied orbital energy: -0.4 eV. The calculation puts the energy above the lowest of the compared OMol25 structures with the same formula, charge and spin at 190.6 kcal per mole.